Entry 1:
Here is a structure of composition C4H6AlO2 in a non-equilibrium geometry from the OMol25 dataset. Energies are from ωB97M-V with the def2-TZVPD basis set.

lowest unoccupied orbital energy (alpha / beta)	-7.564 / -7.563	eV
HOMO level (alpha / beta)	-14.0861 / -14.0865	eV
ΔE to the lowest compared entry with this formula, charge and spin	332.9	kJ/mol
HOMO-LUMO gap (alpha / beta)	0.240 / 0.240	Eh
E_tot	-14922.8933	eV
net charge	+1

XYZ file:
```
13
C4H6AlO2 ωB97M-V with the def2-TZVPD basis set
H 0.98054 0.04071 2.99875
H 0.43339 2.08658 1.99914
O -1.08939 -1.68566 0.03207
H -1.06892 1.31481 0.05300
C 0.60980 1.22404 1.33314
C 0.74327 0.01895 1.92459
C 0.02504 1.47525 -0.03298
H -0.14143 -2.59170 -1.34699
C -0.22470 -1.54600 -0.93734
Al 1.44603 -0.65814 -0.91629
H 0.18114 2.52871 -0.31601
H -0.25352 -0.97338 1.06955
O 0.31269 0.58951 -1.09513
```

---

Entry 2:
Here is a cluster of 8 separate species, C32H76N4O16S4 in total in a non-equilibrium geometry from the OMol25 dataset. Energies are from ωB97M-V with the def2-TZVPD basis set.

SMILES	O=S1(=O)OCCO1.O=S1(=O)OCCO1.O=S1(=O)OCCO1.O=S1(=O)OCCO1.CCN(CC)CC.CCN(CC)CC.CCN(CC)CC.CCN(CC)CC
lowest unoccupied orbital energy	0.251	eV
HOMO level	-7.9155	eV
ΔE to the lowest compared entry with this formula, charge and spin	748.4	kJ/mol
HOMO-LUMO gap	0.300	Eh
E_tot	-116465.4400	eV

XYZ file:
```
132
C32H76N4O16S4 ωB97M-V with the def2-TZVPD basis set
C 41.28859 -4.32432 -13.59904
H 36.40390 -11.59063 -13.93403
O 32.11198 -15.81845 -11.81140
H 33.71095 -21.89307 -20.31192
O 38.67394 -17.28317 -13.09599
O 28.25723 -3.77194 -14.32385
C 32.39406 -9.50408 -21.31267
H 33.23352 -9.64223 -11.83281
H 38.11189 -1.38431 -14.47522
H 29.27430 -20.35555 -17.58093
H 41.42004 -2.23790 -13.77866
H 41.86569 -17.92994 -16.35299
H 39.71292 -0.74599 -14.14781
H 26.65006 -4.11123 -15.29034
H 34.25770 -9.73111 -22.51232
H 34.59187 -18.89636 -18.48570
C 30.24695 -9.93371 -22.59813
S 29.94056 -3.60054 -14.56925
C 39.31894 -1.00248 -16.18075
C 38.85109 -3.93428 -15.16578
C 40.97755 -3.04743 -14.35916
H 37.66592 -10.64275 -15.69672
C 29.26504 -9.54056 -21.51028
C 36.85785 -10.02540 -15.30427
H 34.11366 -15.42460 -11.55984
H 32.39616 -17.26141 -17.13470
C 32.79216 -10.82145 -15.65738
H 34.18331 -22.84634 -18.83486
C 35.86743 -10.96364 -14.64619
H 32.29822 -11.60849 -15.08757
H 33.55867 -11.31989 -16.25077
H 34.04065 -9.06205 -15.37265
H 40.71340 -4.33394 -12.67321
C 31.61405 -12.76368 -22.97713
H 32.26955 -12.31697 -23.72471
C 39.16532 -1.48077 -14.73803
H 32.40956 -21.88426 -18.12493
C 37.33343 -3.73307 -15.17110
H 38.02120 -2.61443 -8.33596
H 34.40151 -10.69218 -21.15626
C 38.44100 -3.52934 -8.75404
H 33.79339 -21.28800 -17.30081
H 32.03873 -8.50735 -21.57412
O 30.74875 -4.55401 -13.78534
H 39.04077 -4.86487 -14.63088
H 35.09667 -21.36757 -19.37597
H 41.51938 -3.11629 -15.30244
H 33.21577 -14.51613 -12.84871
H 30.42329 -21.70654 -18.01880
N 31.58708 -10.38014 -22.17380
C 33.53934 -9.80883 -14.75693
H 32.15417 -13.05474 -11.32379
H 36.82621 -4.66935 -15.40397
H 30.43779 -9.13055 -23.30990
H 29.97420 -20.34893 -19.12493
H 31.94946 -13.74732 -22.64843
H 39.68948 -17.43100 -17.31354
H 32.17139 -9.66921 -20.25851
H 31.91126 -10.42261 -16.16039
H 42.31705 -4.22367 -13.25227
H 37.27507 -9.21546 -14.70595
C 32.84461 -13.74516 -10.83931
H 35.91490 -10.05831 -12.55720
H 40.35825 -0.88087 -16.48594
C 35.10287 -9.43268 -12.92772
H 41.07387 -5.22470 -14.17462
O 37.49949 -6.73798 -7.13096
C 33.20043 -14.89224 -11.82577
H 34.42663 -8.88871 -20.94769
H 34.50397 -9.08142 -10.79733
H 41.13278 -19.37565 -15.80767
H 33.55663 -13.23176 -10.19314
O 39.50754 -15.58957 -14.91554
H 28.23021 -9.41337 -21.82817
C 39.69631 -4.01818 -8.04537
H 38.44747 -3.18473 -9.78812
O 29.61921 -15.62087 -10.94319
H 30.57310 -12.74615 -23.29996
O 29.91229 -3.98969 -16.20180
O 39.53752 -5.42858 -7.84977
H 32.79693 -9.32495 -14.12227
H 36.35613 -9.48027 -16.10377
C 28.53565 -4.16130 -16.62346
S 39.34139 -16.96318 -14.37233
S 38.08175 -6.05680 -8.33409
H 29.53865 -8.51227 -21.27397
N 39.51579 -2.87328 -14.45866
C 33.97306 -9.73711 -21.46015
O 38.21574 -6.73784 -9.61369
N 34.66065 -10.35591 -14.03507
S 31.06932 -15.78600 -10.52154
H 29.82747 -10.65855 -23.29578
O 37.41525 -4.58253 -8.52384
H 28.52873 -3.82443 -17.66007
H 30.74175 -12.11400 -21.22278
C 30.18908 -20.64496 -18.09815
H 38.84291 -0.02822 -16.29172
H 38.78030 -1.66228 -16.86093
H 33.92822 -18.93436 -16.81234
H 40.66170 -3.76371 -8.48284
H 32.69642 -17.09171 -18.85388
H 27.35865 -2.59349 -15.62983
O 31.73306 -14.27115 -10.08070
H 39.20881 -4.06083 -16.18760
H 32.50991 -11.97329 -21.18412
H 37.02234 -3.16122 -16.04535
C 39.58761 -18.24764 -16.59884
H 34.01833 -16.68303 -17.75384
H 35.56170 -11.67974 -15.40896
H 36.87233 -3.32982 -14.26951
C 27.61483 -3.64312 -15.48574
O 31.38461 -16.75456 -9.47668
H 39.40098 -19.09367 -17.26027
N 32.67348 -19.75278 -18.34474
O 30.33204 -2.20255 -14.42346
C 34.12910 -9.02105 -11.81905
H 28.33790 -5.23050 -16.69960
H 30.99547 -18.68742 -17.89265
C 33.16502 -17.34469 -17.90282
C 34.12923 -21.86479 -19.30576
H 33.66199 -8.07462 -12.09140
O 40.70189 -17.87383 -14.53844
H 39.82296 -3.67168 -7.01970
O 38.66708 -17.86575 -15.55617
H 29.14018 -10.23375 -20.67841
H 31.43831 -19.62181 -16.57495
C 33.71790 -18.71691 -17.85952
H 35.65546 -8.56138 -13.27926
C 31.37262 -19.68357 -17.66121
C 33.22591 -21.16880 -18.22377
C 40.99810 -18.29402 -15.80267
C 31.62079 -11.81773 -21.79515
```

---

Entry 3:
Here is a cluster of 9 separate species, C34H94N8O10 in total in a non-equilibrium geometry from the OMol25 dataset. Energies are from ωB97M-V with the def2-TZVPD basis set.

SMILES	COC[C@H](C)N.COC[C@H](C)N.COC[C@H](C)N.COC[C@H](C)N.COC[C@H](C)N.COC[C@H](C)N.COC[C@H](C)N.COC[C@H](C)N.OCCO
lowest unoccupied orbital energy	0.530	eV
HOMO level	-8.8297	eV
ΔE to the lowest compared entry with this formula, charge and spin	353.7	kJ/mol
HOMO-LUMO gap	0.344	Eh
E_tot	-69170.7543	eV

XYZ file:
```
146
C34H94N8O10 ωB97M-V with the def2-TZVPD basis set
H -3.09536 25.35978 -20.91012
H -4.08235 15.93177 -14.39449
H 4.27149 18.29200 -11.32153
H 2.45171 18.39647 -21.66877
H 0.29267 23.39498 -15.84886
H -1.88639 21.38935 -13.15804
N 0.74743 22.75000 -15.21854
H -3.07772 24.83111 -12.74489
C 7.10121 24.90014 -15.31718
C -4.20884 24.96871 -16.82753
H 6.31431 25.22251 -15.99905
H 1.56136 20.17787 -19.28068
C 1.82108 18.48511 -20.78415
H -2.31583 26.19652 -22.23321
H 1.61190 24.14195 -19.40155
H 1.94552 19.80716 -16.13363
C 1.01846 21.66375 -16.24750
H -1.98968 21.37116 -14.67323
C 5.73978 17.84967 -15.09078
O -2.57007 19.05558 -16.79897
H 4.37667 20.80394 -15.22677
H -2.17800 24.00592 -15.92141
H -3.72030 17.52850 -13.83403
H -1.73752 21.69484 -19.35830
O -1.06083 24.87070 -21.31351
C 1.24105 24.37318 -21.51273
H -3.25940 22.59299 -15.92562
C 4.65931 19.22014 -11.74136
H -1.38869 19.01047 -18.45878
C -2.41731 16.87709 -15.42634
N 2.52206 24.91481 -21.88226
H 5.97470 19.93059 -13.34521
N 0.47542 18.59374 -21.30076
H 0.55768 19.95317 -14.98941
H -1.54350 24.87580 -13.58219
H 2.24212 20.68273 -20.81565
C -0.66351 19.83409 -11.87831
H 3.98163 21.28310 -12.11138
O 4.89126 18.35655 -14.00477
H -2.01645 23.43612 -18.93672
C -2.21944 24.22277 -13.03015
O 5.86687 22.23436 -15.37024
C 1.41001 17.25921 -13.11643
H 1.68226 18.27227 -13.41251
C -3.77559 16.92012 -14.73676
C 5.60727 18.98431 -12.94815
C -2.70056 23.04085 -13.89129
H -0.05973 20.35521 -12.62127
C 0.00005 18.46994 -11.49825
H 4.12943 24.34601 -16.44318
H -4.43776 17.29318 -15.51808
C 4.77184 21.52506 -15.94225
H 7.26264 21.69845 -16.65258
O 3.26826 26.22853 -16.04884
H 2.93681 20.05615 -12.81510
H 0.40591 26.04376 -20.36557
H 5.04505 17.49574 -15.85247
H 6.45589 18.59970 -15.42658
O -4.07130 24.42137 -15.47600
O 2.01159 24.64435 -13.99668
H 2.37110 26.50773 -15.85200
H 8.84724 23.19576 -17.34854
C -2.32829 18.58335 -18.10830
H -2.32886 17.49414 -18.06683
H 4.81257 19.81994 -9.90549
O 0.08234 17.42042 -12.53371
H -5.16502 25.47651 -16.95387
C -0.20822 21.36648 -17.19036
H -1.29173 20.65152 -9.87738
C 0.65403 16.48084 -17.81483
H -2.50264 16.28083 -16.33480
H 2.32633 24.51741 -16.48235
C 1.83662 17.33163 -19.74380
C -1.82749 22.43106 -18.55955
H -0.05261 19.13301 -20.62957
H 0.21558 26.26895 -22.10022
H -0.27806 16.01503 -18.13476
H 3.92805 22.16554 -16.19897
H 0.54327 16.69785 -16.75241
C -1.90389 18.33232 -15.75141
H 2.06289 20.74124 -14.63432
H 6.41178 23.02488 -17.30809
H 2.39955 25.52538 -22.67742
H -2.02019 18.87157 -14.81131
H 8.57812 24.71064 -17.33328
H 3.57401 23.39985 -14.20186
H 6.58378 24.69061 -14.38098
N -2.03560 19.51942 -12.35824
H -2.72432 22.29210 -17.95583
H -3.32110 25.47871 -17.20159
C 7.78990 23.61940 -15.75896
H 0.05566 22.35406 -14.59822
H 0.02048 20.53734 -17.85993
H 2.82950 17.18572 -19.31836
H 7.79906 25.73194 -15.22117
H -4.37771 24.18454 -17.56555
H -0.92331 21.83634 -11.05696
H 1.64571 16.39386 -20.26557
H 2.87425 25.59786 -21.22690
H -1.79796 23.86294 -12.09153
C 0.19613 25.52692 -21.30203
N 8.81748 23.96531 -16.69509
H 6.12031 19.07181 -10.37294
N -1.46326 16.13258 -14.57400
C 1.52294 23.56530 -20.32223
H 4.89588 20.97377 -16.87433
O -0.54748 22.56716 -17.85700
C 3.28038 24.39834 -14.52573
H 1.51250 23.85924 -14.23356
H -2.62258 19.30904 -11.56370
H -2.03603 26.57904 -20.46209
N -1.71631 22.00772 -13.93828
O 0.90981 17.60122 -18.71469
H 2.10524 16.91125 -12.35245
C 3.59412 20.27370 -11.97326
H 6.26633 16.94563 -14.78491
H -2.02273 15.42633 -14.11757
H 6.36915 18.27951 -12.61516
H -1.17579 16.77815 -13.85242
C 1.40108 20.46339 -15.45463
H -1.05689 20.98698 -16.62131
H -0.82653 18.41761 -15.89328
C 6.81810 22.65209 -16.36787
H 1.00503 23.75147 -22.37638
H 8.16538 23.11746 -14.86723
C -0.63507 20.83824 -10.72711
H 3.19699 19.81794 -19.70902
H 0.01104 17.69896 -21.36259
H 0.39591 20.91632 -10.38204
H 1.25595 16.67207 -14.02177
H -1.94822 18.63855 -12.84458
C 3.25113 24.78830 -15.97298
H 2.87066 20.31760 -11.15916
H 0.77158 22.79641 -20.14228
C -2.97545 23.49434 -15.38245
H 2.40603 22.93069 -20.39646
H 0.98344 18.65957 -11.06802
H 1.35597 15.65415 -17.92412
H 1.87508 21.97444 -16.84563
H -3.16664 18.84420 -18.75423
C -2.15494 25.81107 -21.22641
C 2.18512 19.85151 -20.11284
H -0.54221 17.94268 -10.71338
N 5.45948 19.77135 -10.67959
H 3.93349 25.13478 -14.05751
H -3.63730 22.66330 -13.48136
```